57
Properties=species:S:1:pos:R:3:forces:R:3 method="wB97M-V/def2-TZVPD" e_tot_ha=-2110.0346 spin_multiplicity=2 total_charge=+3 e_lumo_ev="-11.58 / -11.43" homo_ev="-16.34 / -16.41" gap_ev="4.760 / 4.979"
V -0.3270 0.1845 0.3356 -1.4 1.0 0.0
N 1.5610 0.1491 0.9469 1.3 -0.1 0.3
N -0.3394 -0.8725 1.9497 0.4 -1.1 1.5
N 0.6962 0.9317 -1.1779 0.7 0.2 -0.8
N -2.0106 0.8359 -0.8558 -0.2 0.0 -0.1
N -1.1985 -1.7083 -0.2452 0.1 0.2 -0.4
C 4.1447 0.2563 1.8844 0.0 0.1 -0.1
C -2.8184 5.1046 4.1594 -0.1 0.2 0.1
C -1.2648 6.3576 2.7935 -0.1 0.1 0.1
C -2.2517 6.3191 3.7780 0.1 -0.2 -0.1
C -0.8498 5.1964 2.1820 0.0 -0.2 -0.2
C -1.4254 3.9659 2.5546 -0.2 0.3 0.3
C 1.8657 -0.4107 2.1283 0.4 0.2 -0.1
C 1.9561 1.2089 -1.0810 -0.2 0.0 -0.1
C -2.0526 -1.5488 -1.4501 -0.3 0.1 -0.1
C 2.5127 0.7470 0.2116 0.0 -0.1 0.1
C 3.8191 0.8272 0.6531 0.0 0.0 0.0
C -2.8878 -0.2979 -1.2609 0.1 -0.3 -0.1
C -1.0540 2.7698 1.9244 0.1 -0.1 -0.2
C 0.6762 -1.0341 2.7282 -0.4 0.0 0.0
C -0.0873 1.1988 -2.3870 -0.3 0.1 -0.3
C 2.7698 1.8785 -2.1188 0.0 0.1 -0.1
C -1.8574 -2.3702 0.9170 0.0 0.1 0.4
C -0.7168 1.7179 1.3723 -0.2 0.0 -0.3
C -1.6510 -1.4628 2.1413 -0.4 -0.4 -0.1
C -1.4723 1.6740 -1.9633 0.3 0.1 -0.1
C 0.6574 -1.7131 4.0463 0.0 -0.1 0.0
C 3.1627 -0.3797 2.6271 -0.2 -0.1 0.1
C -2.4140 3.9325 3.5621 0.2 -0.1 -0.1
H -1.4141 -1.4651 -2.3289 0.1 0.0 0.1
H -0.1423 0.2774 -2.9722 0.1 0.0 0.0
H 3.4056 -0.8512 3.5692 0.0 0.0 0.0
H -2.5910 1.4582 -0.3017 0.1 0.0 0.1
H -2.4007 -0.6646 2.1557 0.1 0.0 0.0
H -3.4510 -0.0706 -2.1671 0.0 0.1 0.0
H -3.5768 5.0831 4.9300 0.0 0.0 0.0
H 2.3718 2.8784 -2.3192 0.0 0.0 0.0
H 5.1630 0.3026 2.2478 0.0 0.0 0.0
H -1.3825 2.6925 -1.5867 -0.1 0.0 0.1
H 1.5914 -1.5791 4.5835 0.0 0.0 0.0
H -2.9183 -2.5229 0.7291 0.0 0.0 -0.1
H 0.4887 -2.7880 3.9324 0.0 0.0 0.0
H -0.0778 5.2188 1.4240 0.0 0.0 0.0
H -3.6100 -0.4614 -0.4592 0.0 0.1 0.0
H 4.5851 1.3137 0.0658 0.0 0.0 0.0
H -1.4114 -3.3466 1.0995 0.0 0.0 -0.1
H -0.1527 -1.3172 4.6614 0.0 0.0 0.0
H 2.7329 1.3308 -3.0638 0.0 0.0 0.0
H -2.8418 2.9838 3.8583 0.0 0.0 0.0
H -2.5761 7.2365 4.2497 0.0 0.0 0.0
H -1.7390 -2.0243 3.0697 0.0 0.1 0.0
H 0.3743 1.9544 -3.0219 0.1 0.0 0.0
H -2.6970 -2.4160 -1.6020 0.1 0.0 0.0
H -0.8249 7.3046 2.5126 0.0 0.0 0.0
H -2.1455 1.6861 -2.8209 0.0 0.0 0.0
H -0.3837 -2.2625 -0.5061 -0.1 -0.1 0.0
H 3.8084 1.9824 -1.8236 0.0 0.0 0.0



61
Properties=species:S:1:pos:R:3:forces:R:3 method="wB97M-V/def2-TZVPD" e_tot_ha=-1522.7436 smiles="COCC(=O)N(C)C1(c2nnnn2CCOC(=O)Nc2cccc3ccccc23)CCCC1" spin_multiplicity=1 relative_energy_kcal_mol=19.98 e_lumo_ev=0.40 homo_ev=-8.12 gap_ev=8.521
O -1.4564 1.8824 0.0479 -0.4 0.0 -0.1
O -1.5462 -0.3636 -0.2191 0.1 -0.3 0.0
O 2.6878 0.9873 1.4024 -0.1 0.2 0.2
O 6.0621 0.6574 2.0570 0.0 -0.3 0.2
N 2.4583 2.6543 -1.9830 -1.0 0.8 -0.3
N 3.7080 2.5016 -1.9055 0.5 0.7 -0.3
N 1.8719 1.5420 -1.5145 1.2 -0.7 0.2
N 4.0111 1.3194 -1.3946 0.0 -1.0 0.3
N 3.8979 -0.6660 0.4825 -0.2 -0.2 -0.2
N -3.4302 0.9169 0.1139 -0.3 0.7 0.1
C 2.8926 -0.6918 -0.6015 -0.2 0.1 0.1
C 2.8709 0.7088 -1.1333 -0.3 0.6 -0.4
C -6.8967 -0.4229 0.1693 0.3 0.1 0.0
C -8.2233 0.0460 0.2747 -0.1 0.2 0.0
C -4.2710 -1.3437 -0.0371 0.2 0.3 0.0
C 4.7417 0.4903 2.5066 0.1 0.2 0.2
C 0.4427 1.4963 -1.4409 -0.8 0.1 0.2
C -7.4415 2.3028 0.4123 0.3 0.1 0.0
C -8.4946 1.3787 0.3946 -0.1 -0.2 0.0
C 2.6762 -3.0172 -1.3980 0.0 -0.1 0.0
C 3.6971 0.2931 1.4071 0.1 0.1 0.5
C -4.4927 0.0080 0.0859 0.1 -0.6 -0.1
C 1.6042 -1.3186 -0.0517 0.0 -0.1 0.1
C 3.2445 -1.6364 -1.7679 0.1 -0.1 0.0
C 6.2365 1.8119 1.2608 0.0 0.2 -0.1
C 5.0974 -1.4629 0.3987 0.3 -0.1 0.0
C -0.0389 1.8436 -0.0252 0.5 -0.3 0.0
C -6.6268 -1.8009 0.0417 0.2 -0.3 0.0
C 1.9172 -2.8128 -0.0802 -0.1 0.0 -0.1
C -5.3402 -2.2458 -0.0605 -0.4 0.0 0.0
C -5.8240 0.5111 0.1911 -0.2 -0.2 0.0
C -6.1441 1.8810 0.3134 0.0 0.2 0.0
C -2.1022 0.6895 -0.0343 0.2 0.4 0.0
H 2.7456 -1.2547 -2.6608 0.1 0.1 0.1
H 4.8459 -2.4819 0.1113 0.0 0.0 0.0
H 4.4115 1.3679 3.0823 0.0 -0.2 -0.1
H 0.3627 1.1242 0.6931 0.0 0.1 -0.1
H -7.6602 3.3564 0.5046 0.0 0.1 0.0
H 5.7955 -1.0387 -0.3273 0.0 -0.1 0.0
H 1.0101 -3.4116 -0.0286 0.0 -0.1 0.1
H 5.5923 -1.4859 1.3644 0.0 -0.1 -0.1
H 3.4621 -3.7652 -1.2960 0.0 0.0 -0.1
H -3.6666 1.8881 0.2591 0.1 -0.2 0.0
H 0.7553 -1.1182 -0.6994 -0.1 0.1 0.0
H -5.3648 2.6302 0.3285 0.0 0.1 0.0
H 0.0754 0.5108 -1.7324 0.1 0.2 0.0
H 2.5452 -3.0774 0.7716 0.0 0.0 0.0
H 1.3698 -0.9624 0.9478 -0.1 0.1 -0.1
H 4.3097 -1.6450 -1.9799 0.0 0.1 -0.1
H 7.2960 1.8542 1.0180 0.0 0.1 0.0
H -9.5129 1.7285 0.4747 -0.1 0.0 0.0
H 5.6500 1.7602 0.3376 0.1 0.0 0.0
H 1.9977 -3.3626 -2.1774 0.0 0.0 0.0
H -9.0248 -0.6784 0.2577 -0.1 -0.1 0.0
H -7.4560 -2.4926 0.0266 -0.1 -0.1 0.0
H 0.2935 2.8463 0.2476 0.0 -0.1 0.0
H 5.9504 2.7134 1.8140 0.0 0.0 0.0
H -3.2619 -1.7104 -0.1154 0.0 0.0 0.0
H 4.7468 -0.3804 3.1706 -0.1 0.1 0.0
H 0.0722 2.2459 -2.1462 0.1 -0.2 0.1
H -5.1302 -3.3002 -0.1583 0.0 -0.1 0.0



60
Properties=species:S:1:pos:R:3:forces:R:3 method="wB97M-V/def2-TZVPD" e_tot_ha=-1544.9470 spin_multiplicity=1 total_charge=+2 relative_energy_kcal_mol=14.10 e_lumo_ev="-7.03 / -8.68" homo_ev="-14.21 / -14.22" gap_ev="7.173 / 5.537"
Sn -0.4325 -0.3360 -0.1993 0.3 -1.2 -0.2
N -2.4508 1.0275 -0.5804 -0.1 0.7 -0.1
N 0.4223 1.5055 -1.4543 -0.2 0.4 -0.6
N -1.1903 -0.5483 2.1901 -0.1 0.9 1.1
N 1.6843 -6.6163 -0.5400 -0.3 0.5 0.5
N 1.2759 -1.3406 -2.1551 0.1 0.6 0.0
N 1.4078 0.6841 1.0078 -0.1 0.1 0.2
N -0.2609 -5.5359 3.4422 0.3 0.1 -0.6
N 0.9226 -2.4047 0.6107 0.4 0.5 0.3
C 0.8161 -4.9204 1.1862 0.0 0.4 0.1
C 1.0311 2.4879 -0.5446 0.1 0.1 0.2
C -1.8934 -0.9117 4.4382 0.0 0.2 -0.1
C -1.3673 -0.0409 3.3456 0.1 -0.7 -0.6
C -0.9863 3.7058 2.9168 0.0 0.0 0.0
C -2.9304 -2.5506 6.4143 0.0 0.1 -0.1
C -1.0062 1.3895 3.6026 -0.1 -0.1 -0.2
C -0.8038 2.0820 -2.0860 0.2 0.3 -0.2
C 2.0746 1.8022 0.2947 0.1 -0.2 0.2
C 2.1757 -0.1838 -2.3524 -0.3 -0.4 0.3
C -1.4919 -2.2458 4.5168 0.1 0.0 -0.1
C 0.8879 -3.5182 0.8740 -0.1 -1.7 0.3
C -3.3371 -1.2224 6.3309 0.0 0.0 0.0
C 1.2915 -5.8659 0.2548 0.1 -0.2 -0.3
C 0.0714 3.0356 4.9793 0.1 0.1 0.0
C 1.4157 1.1240 -2.5142 0.1 0.1 -0.3
C -0.3015 1.7178 4.7581 0.0 0.0 0.0
C -1.9685 2.3053 -1.1428 -0.1 0.1 0.1
C -2.8166 -0.3952 5.3486 0.1 0.0 0.0
C -0.2682 4.0262 4.0653 0.0 0.0 0.0
C 0.2414 -5.2949 2.4251 -0.2 0.0 0.2
C -2.0022 -3.0611 5.5126 0.0 0.0 0.0
C -1.3427 2.3845 2.6766 0.0 -0.1 0.1
H 2.5297 2.5142 0.9798 0.0 0.0 0.1
H -1.1116 1.4088 -2.8877 0.0 -0.1 0.0
H -1.9410 2.1204 1.8097 0.1 0.0 0.1
H -1.2892 4.4913 2.2291 0.0 -0.1 0.1
H 2.0799 -0.0157 1.3079 0.0 -0.1 0.0
H -3.1883 1.1863 0.0970 0.0 0.0 0.2
H -1.6781 2.9468 -0.3083 -0.1 0.0 -0.1
H 2.8739 1.3976 -0.3257 -0.1 0.1 0.1
H 0.2602 2.8832 0.1155 0.0 0.0 0.1
H 0.8994 1.1120 -3.4751 -0.1 -0.1 0.0
H -3.1284 0.6425 5.2909 0.0 -0.1 0.0
H -2.8710 0.4588 -1.3072 -0.1 -0.1 -0.2
H 0.6552 -1.4566 -2.9486 0.0 0.0 -0.2
H 0.0061 5.0564 4.2598 0.0 -0.1 0.0
H -3.3364 -3.1888 7.1870 0.0 0.0 0.0
H 2.8035 -0.2981 -3.2338 0.1 0.1 -0.1
H -0.0602 0.9497 5.4858 0.0 0.1 -0.1
H -4.0529 -0.8267 7.0402 0.0 0.0 0.0
H 0.6185 3.2924 5.8794 0.0 0.0 -0.1
H 2.8454 -0.1420 -1.4921 0.0 -0.1 -0.1
H 1.4666 3.3378 -1.0836 -0.1 -0.1 -0.1
H -0.5711 3.0457 -2.5554 0.1 -0.1 0.0
H 1.8153 -2.1980 -2.1040 0.0 0.0 0.2
H 2.1705 1.9128 -2.5971 -0.1 0.1 0.0
H -1.6702 -4.0887 5.5902 0.0 0.0 0.0
H -2.7372 2.8481 -1.6945 -0.1 -0.1 0.0
H 0.9606 1.0270 1.8589 0.1 0.1 0.0
H -0.7558 -2.6329 3.8186 -0.1 0.1 0.1



59
Properties=species:S:1:pos:R:3:forces:R:3 method="wB97M-V/def2-TZVPD" e_tot_ha=-1287.2784 spin_multiplicity=2 relative_energy_kcal_mol=0.00 e_lumo_ev="-0.70 / -1.16" homo_ev="-7.09 / -7.53" gap_ev="6.392 / 6.371"
Ru -0.0655 -0.0399 0.1197 -0.3 -0.1 0.3
N -2.0804 0.2234 -0.1092 -0.1 0.1 -0.2
N -0.0144 -1.8926 -0.5450 0.1 0.2 -0.1
N -0.2314 1.9862 -0.0254 -0.2 -0.2 -0.1
N -0.3343 -0.6277 1.9940 0.4 0.5 -0.3
N 1.9828 -0.3966 0.0941 0.2 -0.2 -0.1
C -2.9889 -0.8953 -0.3042 0.0 0.0 0.0
C 2.3233 -1.5819 -0.3870 -0.1 0.1 0.1
C 1.2822 -3.5365 -1.6829 0.0 0.1 0.1
C -2.9538 4.5467 0.2619 -0.1 0.0 0.0
C 3.6501 -2.1065 -0.3479 0.1 -0.1 0.0
C -1.7713 3.8039 0.3211 0.1 -0.1 -0.1
C -0.2727 -0.5736 3.1485 -0.2 -0.3 0.0
C 4.2211 -3.2334 -0.8864 0.0 0.1 0.0
C -4.1935 4.1954 -0.2083 0.1 0.0 0.0
C 1.1851 -2.3900 -0.8851 0.0 -0.1 0.1
C 2.3638 -4.3261 -2.0664 0.1 0.0 0.0
C 0.8796 2.9279 -0.0348 0.0 0.0 0.0
C 3.6842 -4.2305 -1.7027 -0.1 0.0 0.0
C -1.2134 -2.6941 -0.7372 0.0 0.0 0.0
C 3.0024 0.5600 0.5219 0.0 0.0 0.0
C -3.8555 1.7476 -0.6443 0.0 0.1 0.0
C -2.5259 1.4517 -0.2217 0.1 0.0 0.0
C 1.4682 3.2262 1.3516 0.0 0.0 0.0
C 2.8549 1.1200 1.9359 0.0 0.0 0.0
C -1.4916 2.4777 -0.0052 0.0 0.1 0.2
C -4.5589 2.9240 -0.6617 0.0 -0.1 0.0
C -2.3744 -2.2171 0.1206 0.0 0.0 0.0
C 1.6583 2.0113 2.2556 -0.1 0.0 0.0
B -0.1845 -0.4882 4.7126 0.0 0.0 0.0
H -0.4723 -1.5760 5.1546 0.0 0.0 0.0
H 0.5670 3.8675 -0.5007 0.0 0.0 0.0
H 0.7370 1.4321 2.2512 0.1 0.1 0.0
H 2.4151 3.7568 1.2023 0.0 0.0 0.0
H 4.0003 0.1382 0.4600 0.0 0.0 0.0
H 0.3383 -3.8699 -2.0880 0.0 0.0 0.0
H -3.1568 -2.9777 0.0652 0.0 0.0 0.0
H -3.2784 -0.9582 -1.3635 0.0 0.0 0.0
H -2.0555 -2.1577 1.1623 0.0 0.0 0.0
H 5.2736 -3.3486 -0.6502 0.0 0.0 0.0
H -2.8568 5.5691 0.6107 0.0 0.0 0.0
H 3.7676 1.7048 2.0994 0.0 0.0 0.1
H -0.9880 -3.7294 -0.4636 0.0 0.0 0.0
H -4.4015 0.8967 -1.0250 0.0 0.0 0.0
H -1.5064 -2.6972 -1.7971 0.0 0.0 0.0
H -0.9227 4.3596 0.6924 0.0 0.1 0.0
H 2.1096 -5.1525 -2.7209 0.0 0.0 0.0
H 3.0095 1.3780 -0.1996 0.0 0.0 0.0
H -0.9679 0.3680 5.0547 0.0 0.0 0.0
H -3.9063 -0.7294 0.2685 0.0 0.0 0.0
H 2.8841 0.2961 2.6544 0.0 0.0 0.0
H -5.5662 2.8403 -1.0552 0.0 0.0 0.0
H 0.8052 3.9245 1.8694 0.0 0.0 0.0
H 1.6357 2.5177 -0.6998 0.0 0.0 0.0
H 4.3478 -1.5321 0.2389 0.0 0.0 0.0
H -4.9534 4.9654 -0.2317 0.0 0.0 0.0
H 1.7709 2.3482 3.2883 0.0 0.0 0.0
H 4.3607 -4.9945 -2.0620 0.0 0.0 0.0
H 0.9650 -0.1888 4.9582 0.0 0.0 0.0



What did the first record say?
57
Properties=species:S:1:pos:R:3:forces:R:3 method="wB97M-V/def2-TZVPD" e_tot_ha=-2110.0346 spin_multiplicity=2 total_charge=+3 e_lumo_ev="-11.58 / -11.43" homo_ev="-16.34 / -16.41" gap_ev="4.760 / 4.979"
V -0.3270 0.1845 0.3356 -1.4 1.0 0.0
N 1.5610 0.1491 0.9469 1.3 -0.1 0.3
N -0.3394 -0.8725 1.9497 0.4 -1.1 1.5
N 0.6962 0.9317 -1.1779 0.7 0.2 -0.8
N -2.0106 0.8359 -0.8558 -0.2 0.0 -0.1
N -1.1985 -1.7083 -0.2452 0.1 0.2 -0.4
C 4.1447 0.2563 1.8844 0.0 0.1 -0.1
C -2.8184 5.1046 4.1594 -0.1 0.2 0.1
C -1.2648 6.3576 2.7935 -0.1 0.1 0.1
C -2.2517 6.3191 3.7780 0.1 -0.2 -0.1
C -0.8498 5.1964 2.1820 0.0 -0.2 -0.2
C -1.4254 3.9659 2.5546 -0.2 0.3 0.3
C 1.8657 -0.4107 2.1283 0.4 0.2 -0.1
C 1.9561 1.2089 -1.0810 -0.2 0.0 -0.1
C -2.0526 -1.5488 -1.4501 -0.3 0.1 -0.1
C 2.5127 0.7470 0.2116 0.0 -0.1 0.1
C 3.8191 0.8272 0.6531 0.0 0.0 0.0
C -2.8878 -0.2979 -1.2609 0.1 -0.3 -0.1
C -1.0540 2.7698 1.9244 0.1 -0.1 -0.2
C 0.6762 -1.0341 2.7282 -0.4 0.0 0.0
C -0.0873 1.1988 -2.3870 -0.3 0.1 -0.3
C 2.7698 1.8785 -2.1188 0.0 0.1 -0.1
C -1.8574 -2.3702 0.9170 0.0 0.1 0.4
C -0.7168 1.7179 1.3723 -0.2 0.0 -0.3
C -1.6510 -1.4628 2.1413 -0.4 -0.4 -0.1
C -1.4723 1.6740 -1.9633 0.3 0.1 -0.1
C 0.6574 -1.7131 4.0463 0.0 -0.1 0.0
C 3.1627 -0.3797 2.6271 -0.2 -0.1 0.1
C -2.4140 3.9325 3.5621 0.2 -0.1 -0.1
H -1.4141 -1.4651 -2.3289 0.1 0.0 0.1
H -0.1423 0.2774 -2.9722 0.1 0.0 0.0
H 3.4056 -0.8512 3.5692 0.0 0.0 0.0
H -2.5910 1.4582 -0.3017 0.1 0.0 0.1
H -2.4007 -0.6646 2.1557 0.1 0.0 0.0
H -3.4510 -0.0706 -2.1671 0.0 0.1 0.0
H -3.5768 5.0831 4.9300 0.0 0.0 0.0
H 2.3718 2.8784 -2.3192 0.0 0.0 0.0
H 5.1630 0.3026 2.2478 0.0 0.0 0.0
H -1.3825 2.6925 -1.5867 -0.1 0.0 0.1
H 1.5914 -1.5791 4.5835 0.0 0.0 0.0
H -2.9183 -2.5229 0.7291 0.0 0.0 -0.1
H 0.4887 -2.7880 3.9324 0.0 0.0 0.0
H -0.0778 5.2188 1.4240 0.0 0.0 0.0
H -3.6100 -0.4614 -0.4592 0.0 0.1 0.0
H 4.5851 1.3137 0.0658 0.0 0.0 0.0
H -1.4114 -3.3466 1.0995 0.0 0.0 -0.1
H -0.1527 -1.3172 4.6614 0.0 0.0 0.0
H 2.7329 1.3308 -3.0638 0.0 0.0 0.0
H -2.8418 2.9838 3.8583 0.0 0.0 0.0
H -2.5761 7.2365 4.2497 0.0 0.0 0.0
H -1.7390 -2.0243 3.0697 0.0 0.1 0.0
H 0.3743 1.9544 -3.0219 0.1 0.0 0.0
H -2.6970 -2.4160 -1.6020 0.1 0.0 0.0
H -0.8249 7.3046 2.5126 0.0 0.0 0.0
H -2.1455 1.6861 -2.8209 0.0 0.0 0.0
H -0.3837 -2.2625 -0.5061 -0.1 -0.1 0.0
H 3.8084 1.9824 -1.8236 0.0 0.0 0.0